{
  "formula": "C48H80F12N4O20",
  "method": "ωB97M-V/def2-TZVPD",
  "elements": ["F", "F", "F", "F", "F", "F", "F", "F", "F", "F", "F", "F", "O", "O", "O", "O", "O", "O", "O", "O", "O", "O", "O", "O", "O", "O", "O", "O", "O", "O", "O", "O", "N", "N", "N", "N", "C", "C", "C", "C", "C", "C", "C", "C", "C", "C", "C", "C", "C", "C", "C", "C", "C", "C", "C", "C", "C", "C", "C", "C", "C", "C", "C", "C", "C", "C", "C", "C", "C", "C", "C", "C", "C", "C", "C", "C", "C", "C", "C", "C", "C", "C", "C", "C", "H", "H", "H", "H", "H", "H", "H", "H", "H", "H", "H", "H", "H", "H", "H", "H", "H", "H", "H", "H", "H", "H", "H", "H", "H", "H", "H", "H", "H", "H", "H", "H", "H", "H", "H", "H", "H", "H", "H", "H", "H", "H", "H", "H", "H", "H", "H", "H", "H", "H", "H", "H", "H", "H", "H", "H", "H", "H", "H", "H", "H", "H", "H", "H", "H", "H", "H", "H", "H", "H", "H", "H", "H", "H", "H", "H", "H", "H", "H", "H"],
  "positions_angstrom": [[-9.61049, 15.84457, 12.76502], [-16.54292, 7.81300, 16.29574], [-8.34542, 14.35610, 13.51092], [-15.04125, 7.51486, 14.81135], [-19.60176, 14.41814, 21.59044], [-14.49099, 7.66342, 16.86250], [-19.70903, 15.57272, 23.46734], [-19.16227, 13.57798, 23.56527], [-8.11267, 14.94995, 11.41491], [-5.24393, 17.36497, 19.27928], [-5.13879, 15.52962, 18.26181], [-4.65654, 17.42582, 17.21414], [-14.97251, 10.21233, 17.00536], [-13.14742, 17.68043, 18.96407], [-16.87647, 14.59607, 23.75492], [-14.09760, 21.15752, 21.32391], [-18.50664, 11.95670, 14.75334], [-17.15739, 15.78680, 21.84437], [-18.24311, 12.24222, 16.95810], [-7.80064, 16.85262, 18.47397], [-17.23061, 13.63918, 15.54144], [-15.22695, 10.15358, 14.72552], [-17.33048, 18.11331, 13.59333], [-6.14583, 16.21933, 12.77918], [-19.10323, 17.01188, 14.40727], [-16.23227, 20.50047, 21.11675], [-15.46050, 21.93351, 19.73901], [-15.21051, 17.08350, 18.19990], [-7.83931, 17.67250, 13.07767], [-14.05400, 18.40803, 17.01297], [-18.80965, 19.06126, 15.01230], [-7.12614, 16.82744, 16.38747], [-15.56173, 14.92965, 10.92160], [-8.38355, 19.96531, 19.32197], [-16.66143, 12.10277, 20.48181], [-11.54063, 21.95701, 17.55080], [-13.90048, 14.79035, 14.14818], [-15.24037, 9.70848, 15.85319], [-14.92217, 15.67262, 11.53695], [-9.43308, 21.02265, 16.27922], [-14.35685, 22.57873, 19.06294], [-10.10449, 20.14633, 23.12508], [-12.89211, 19.68101, 15.35722], [-12.86842, 19.16158, 16.77570], [-16.80292, 20.19890, 16.05334], [-15.13730, 21.16694, 20.78354], [-8.40529, 15.44727, 12.66736], [-19.06868, 14.63861, 22.79890], [-9.00915, 22.00603, 15.19004], [-16.27305, 19.79067, 22.38314], [-18.30717, 18.05522, 14.30833], [-7.40124, 16.57747, 12.87117], [-17.52892, 15.05747, 22.71543], [-4.03788, 16.32852, 13.89773], [-13.40824, 11.98221, 17.77271], [-14.48767, 13.78381, 23.08166], [-18.00484, 12.60065, 15.83413], [-20.20408, 10.21213, 21.98273], [-10.69046, 20.08013, 20.51441], [-9.94121, 16.65092, 19.39822], [-9.19122, 17.00700, 18.17339], [-14.78749, 11.73786, 17.23784], [-15.26832, 8.15871, 15.93775], [-17.99111, 20.29355, 15.10615], [-10.64396, 21.47401, 16.94401], [-6.93560, 16.87403, 17.53011], [-5.48263, 16.83941, 18.08233], [-9.33181, 19.78144, 19.91418], [-14.06486, 17.68893, 18.11322], [-10.17694, 22.34753, 14.15166], [-15.48797, 16.30092, 19.40605], [-18.86766, 15.98575, 13.43719], [-17.73432, 19.61570, 22.77500], [-15.41812, 14.94160, 23.66094], [-19.96161, 10.99712, 20.70435], [-18.89350, 11.38357, 12.54530], [-17.62745, 11.49907, 20.19574], [-17.92385, 12.21085, 13.44690], [-16.85743, 14.59653, 16.57104], [-10.83163, 20.79190, 21.85386], [-14.37706, 16.21286, 13.84417], [-5.13575, 17.15052, 13.30462], [-18.68533, 10.54338, 19.94118], [-14.33598, 16.72851, 12.41400], [-16.86707, 11.89687, 13.42770], [-18.32963, 18.99470, 22.09536], [-15.55684, 11.96667, 18.02678], [-21.17809, 10.40819, 22.36319], [-13.79617, 20.28844, 15.28312], [-19.05835, 10.44880, 13.06928], [-16.31009, 21.12943, 16.08900], [-10.52406, 21.36183, 13.76112], [-3.11295, 16.87021, 14.12018], [-19.85626, 12.04403, 20.88383], [-8.10675, 21.64362, 14.67506], [-10.49962, 19.14531, 23.27478], [-8.68487, 20.70513, 17.01361], [-8.75860, 22.94213, 15.76463], [-13.31235, 12.99372, 18.22465], [-9.05676, 19.92906, 23.12352], [-11.12225, 20.67334, 19.73546], [-16.22613, 15.35412, 16.09299], [-14.91140, 23.07409, 18.28364], [-17.74138, 15.03289, 17.07435], [-18.07189, 15.25530, 13.69833], [-13.06808, 14.55157, 13.52775], [-18.69420, 21.01784, 15.56841], [-20.76486, 10.90472, 19.99124], [-5.64165, 17.83108, 13.98911], [-16.36768, 14.13002, 17.41984], [-10.46076, 21.89458, 21.66302], [-9.46938, 16.30747, 17.38664], [-16.55169, 16.24585, 19.56469], [-10.94693, 22.91091, 14.60912], [-12.69934, 11.82598, 16.91159], [-15.80810, 18.76695, 22.24480], [-9.73767, 20.11370, 15.73214], [-17.64112, 20.58878, 14.10795], [-14.65298, 14.13953, 13.73957], [-13.64999, 21.86691, 18.72990], [-17.17768, 19.88043, 17.07628], [-13.20948, 16.85783, 12.25817], [-10.37260, 20.74852, 23.98030], [-13.79022, 14.61748, 15.18217], [-16.15925, 19.47288, 15.74125], [-19.78547, 12.04272, 12.34854], [-15.68451, 20.29907, 23.15476], [-18.26364, 9.51922, 20.09809], [-12.86386, 18.93532, 14.60742], [-4.82075, 17.72993, 12.46286], [-14.84440, 17.65910, 12.16495], [-20.10251, 9.17974, 21.68217], [-19.85102, 15.48093, 13.44276], [-3.80241, 15.56254, 13.14069], [-14.78327, 12.83930, 23.57505], [-11.98574, 18.53027, 16.95370], [-19.43205, 10.48620, 22.66777], [-15.49040, 16.32993, 14.06346], [-15.09687, 15.28465, 19.26023], [-13.84986, 16.91226, 14.51900], [-4.33000, 15.86791, 14.77075], [-18.16428, 20.58732, 22.68694], [-14.85228, 16.81577, 20.18602], [-12.11209, 20.36663, 15.15320], [-9.79473, 22.89629, 13.31753], [-11.89067, 20.89697, 22.02705], [-11.00521, 16.88488, 19.12680], [-15.17938, 15.22230, 24.73046], [-18.67123, 16.45684, 12.49042], [-15.33786, 15.83185, 23.03409], [-13.84799, 23.32850, 19.76342], [-17.86366, 13.31079, 13.28815], [-14.60229, 13.61810, 22.03037], [-15.01687, 12.15966, 16.25221], [-9.51903, 17.20600, 20.25168], [-13.43380, 14.05973, 23.30633], [-18.36295, 11.21366, 11.61911], [-12.79677, 19.94031, 17.51043], [-13.12195, 11.33107, 18.56661], [-9.38630, 18.05384, 17.89224], [-9.74807, 15.60091, 19.56594], [-18.97160, 10.68520, 18.89424], [-17.85496, 19.28504, 23.86334], [-11.25609, 19.13545, 20.61002]],
  "forces_ev_per_angstrom": [[-2.033, 1.093, -0.511], [-0.125, 0.149, 0.050], [0.820, 1.092, -0.437], [0.458, 0.438, -0.577], [0.072, 0.266, 0.651], [1.133, -0.229, 0.819], [-0.908, 1.379, -0.303], [-0.394, -1.723, -0.012], [-0.767, 0.303, 0.639], [-0.625, 0.747, 0.021], [-0.080, 0.282, -0.896], [-0.080, -0.351, -0.064], [0.028, 1.895, 1.560], [-1.875, -0.243, -1.796], [1.778, 0.037, -0.783], [2.691, -0.364, 1.410], [1.106, 0.935, 1.259], [0.266, 0.028, -0.272], [-0.215, 0.012, 0.076], [-0.449, 0.272, 1.818], [0.443, 0.970, -0.460], [-0.639, 0.943, 1.038], [0.173, -0.008, 0.293], [0.240, -0.501, 0.439], [0.072, -0.298, 0.514], [-0.690, -0.567, 0.735], [0.241, -0.334, -0.119], [-1.420, -1.102, 0.100], [0.151, 0.435, 0.079], [-0.093, -0.158, -0.683], [0.746, 0.736, 0.605], [-0.560, 0.098, -4.085], [0.784, 0.516, 0.579], [2.164, -0.334, -1.176], [-2.443, -0.975, -0.760], [3.048, -1.740, -2.241], [-1.339, 0.879, -2.196], [1.873, -1.179, -2.545], [-0.526, 0.251, -0.383], [-0.698, -1.361, -1.268], [-0.746, 1.458, 1.929], [-1.799, 0.022, -1.353], [-1.342, 0.759, 1.144], [1.277, -0.506, -0.292], [-3.155, -0.554, 1.617], [-2.393, 0.721, -1.174], [2.036, -3.038, -0.550], [2.200, 0.019, 0.182], [-0.365, 2.024, 0.201], [0.529, -1.812, -0.251], [0.415, 0.860, -0.770], [-0.209, 0.646, 0.842], [-2.087, -0.056, -0.330], [0.998, 0.191, -2.162], [0.880, 0.575, -1.571], [-1.085, 0.728, 1.832], [-0.369, -0.682, 0.109], [0.487, 0.211, -1.523], [0.384, -2.017, 0.263], [-0.481, 0.379, 0.008], [-0.133, 0.242, -0.675], [-1.541, -1.443, 0.477], [-2.299, -0.352, 0.578], [-0.478, 0.120, 0.455], [-2.622, 2.291, 2.831], [1.666, 0.003, 2.423], [0.659, -0.840, 0.774], [-2.905, 1.406, 2.044], [2.245, 0.683, 2.345], [1.933, -2.338, 0.752], [2.201, 0.650, 0.160], [-0.915, -0.826, 0.348], [0.084, -0.138, 0.984], [0.703, -0.352, 0.865], [0.299, -0.865, -0.203], [1.027, 2.255, 0.118], [3.410, 0.886, 0.951], [-0.402, 0.102, -0.118], [-0.762, -0.246, 0.556], [2.838, 2.044, 0.319], [-2.359, 1.240, 1.673], [-0.779, 0.393, 0.075], [-0.439, 0.499, -0.569], [2.629, -1.380, -0.734], [-0.495, -0.422, 0.083], [0.489, -0.228, 0.225], [0.524, -0.258, -1.092], [-0.691, 0.073, 0.550], [-0.160, -0.168, -0.421], [-0.455, -0.005, -0.174], [0.533, 1.200, 0.209], [-0.160, 0.796, 0.187], [-0.320, 0.266, -0.239], [-0.037, 0.755, 0.252], [-0.392, 0.088, 0.212], [-0.569, -0.142, 0.127], [-0.033, 0.441, -0.133], [0.102, -0.624, -0.912], [-0.158, -0.391, -0.721], [0.868, 0.699, -0.574], [-0.636, 0.321, -0.402], [-0.314, -0.319, 0.099], [0.505, 0.339, -0.532], [0.122, 0.004, -0.832], [-0.383, 0.839, 0.090], [1.300, -0.160, 0.082], [0.239, -0.405, -0.831], [-0.541, -0.213, -0.002], [0.074, -0.167, 0.158], [0.505, -0.414, -0.244], [-0.495, -1.986, 0.696], [0.134, 0.255, -0.358], [-0.127, 0.450, 0.067], [-0.918, 0.344, 0.508], [-0.306, 0.445, 1.057], [-0.272, 1.125, -0.021], [0.165, -0.137, 0.296], [-0.464, -0.107, 0.203], [-0.530, -0.640, 0.171], [0.640, -0.589, -0.465], [0.540, 0.628, -1.016], [-1.473, -0.129, -0.757], [0.113, 0.086, 0.326], [0.429, -0.200, 1.101], [1.963, -1.959, -0.903], [0.599, -1.209, 0.286], [-0.193, 0.185, -0.315], [-0.709, 0.754, 0.049], [-0.171, -0.937, -0.628], [0.359, 0.355, -0.550], [-0.059, -0.009, 0.579], [-0.136, -0.530, 0.465], [0.661, -0.080, -0.337], [0.157, 0.111, 0.419], [0.468, 0.417, -0.082], [-0.233, -0.086, -0.063], [0.369, -0.068, 0.826], [1.292, -0.342, 0.479], [-0.061, 0.242, 0.026], [-0.296, -0.072, -0.459], [-0.806, -1.128, 1.944], [-0.559, 0.866, 0.218], [-1.266, -0.827, -0.341], [1.006, 0.552, 0.078], [0.358, 0.394, -0.446], [-0.267, -0.178, 0.204], [0.753, -0.381, 0.997], [-0.043, -0.569, -1.293], [0.151, -0.095, -0.445], [-0.017, -0.147, 0.223], [-0.695, -1.020, -1.043], [-0.533, -0.854, -0.291], [-0.230, 0.225, -0.652], [0.159, 0.282, 0.460], [-0.635, -0.072, -0.208], [-0.731, -0.279, -0.052], [-0.162, -0.223, -0.431], [-0.185, 0.491, 0.186], [-0.102, -0.812, 0.502], [0.291, -0.440, -0.214], [-0.447, -0.385, 0.318], [0.531, -0.389, -0.137], [0.278, 0.254, -1.595], [0.226, 0.260, -0.446]],
  "mulliken_charge": [-0.21, -0.27, -0.28, -0.24, -0.22, -0.24, -0.26, -0.27, -0.28, -0.24, -0.27, -0.24, -0.36, -0.67, -0.35, -0.61, -0.31, -0.48, -0.65, -0.35, 0.56, -0.57, -0.59, -0.34, -0.40, -0.29, -0.39, -0.14, -0.57, 0.31, -0.42, -0.50, -0.55, -0.58, -0.52, -0.55, -1.62, 0.47, 0.02, -0.15, 0.03, -1.38, -1.09, 0.50, -0.27, 0.82, 0.89, 0.82, -0.65, 0.09, 0.88, 0.50, 0.47, -1.18, -1.41, -0.98, 0.47, -1.31, 1.23, -0.95, 0.23, 1.31, 0.83, -0.48, 0.30, 0.31, 0.88, -0.04, 0.42, -1.09, -0.82, -0.34, -1.23, 0.10, -0.43, -1.35, 0.21, 0.56, -0.53, -0.37, 1.59, -0.12, -0.02, -0.05, 0.18, 0.25, -0.48, 0.39, 0.20, 0.36, 0.43, 0.20, 0.37, 0.11, 0.39, 0.36, 0.37, 0.29, 0.20, 0.38, -0.50, -0.11, 0.27, 0.42, -0.12, 0.56, 0.31, 0.45, 0.27, 0.03, 0.32, 0.68, 0.40, 0.36, 0.35, -0.03, 0.18, 0.35, 0.29, -0.28, 0.23, 0.33, 0.38, 0.46, -0.21, 0.27, 0.37, 0.36, 0.33, 0.34, 0.33, 0.38, 0.25, 0.34, 0.31, -0.11, 0.31, -0.56, 0.14, -0.84, 0.27, 0.42, 0.36, 0.04, 0.43, 0.25, -0.05, 0.32, 0.40, -0.02, 0.29, -0.23, 0.17, -0.14, 0.31, 0.37, 0.41, -0.12, 0.46, -0.26, 0.47, 0.13, 0.32, 0.09],
  "smiles": "CCOC(=O)C(F)(F)F.CCOC(=O)C(F)(F)F.CCOC(=O)C(F)(F)F.CCOC(=O)C(F)(F)F.CCOC(=O)OC.CCOC(=O)OC.CCOC(=O)OC.CCOC(=O)OC.CCCC#N.CCCC#N.CCCC#N.CCCC#N",
  "homo_ev": -10.821,
  "energy_ha": -4799.15716,
  "orbital_gap_ev": 11.0257
}